Entry from the Open Molecules 2025 dataset: one molecule with the formula C29H50O (ωB97M-V with the def2-TZVPD basis set).

Element x y z (Å)
C 7.3471 0.4657 -0.6774
H 6.7612 0.9580 -1.4514
C 6.5011 0.2416 0.5720
H 7.1243 -0.1834 1.3609
H 6.1643 1.2148 0.9326
C 5.2766 -0.6658 0.3275
C 4.0126 0.0098 0.8805
H 4.1731 0.2222 1.9399
H 3.1789 -0.6834 0.8164
C 3.6389 1.3032 0.1359
H 3.5416 2.1211 0.8500
H 4.4480 1.5747 -0.5442
C 2.3482 1.2250 -0.7035
C 2.5051 0.1591 -1.7875
H 2.4375 -0.8410 -1.3683
H 3.4739 0.2654 -2.2714
H 1.7431 0.2618 -2.5541
H 2.2475 2.1964 -1.2000
C 1.1113 1.0093 0.1823
H 1.2274 0.0495 0.6956
C 0.9718 2.1209 1.2523
H 1.4864 1.8331 2.1682
H 1.4246 3.0472 0.8978
C -0.5332 2.3203 1.5059
C -1.1759 1.1557 0.7591
C -2.6705 1.2311 0.4645
C -3.4501 1.4157 1.7665
C -4.8876 1.0360 1.6407
C -5.4062 0.3740 0.6186
C -6.8305 -0.0957 0.6251
C -6.8581 -1.6256 0.8334
C -5.5751 -2.2470 0.2563
C -5.0916 -1.4796 -0.9713
H -5.9070 -1.4059 -1.6950
H -4.2897 -2.0367 -1.4546
C -4.6052 -0.0593 -0.5925
C -4.9167 0.8976 -1.7548
H -4.5374 0.5027 -2.6941
H -5.9917 1.0295 -1.8567
H -4.4822 1.8780 -1.5811
C -3.0948 -0.0674 -0.2443
C -2.2015 -0.3230 -1.4655
H -2.3815 0.4417 -2.2188
H -2.4544 -1.2861 -1.9132
C -0.7068 -0.3347 -1.1332
H -0.1545 -0.5245 -2.0532
C -0.2865 0.9867 -0.4874
C -0.4175 2.1436 -1.4804
H -1.4531 2.3295 -1.7460
H -0.0098 3.0600 -1.0657
H 0.1238 1.9141 -2.3952
H -0.4941 -1.1561 -0.4439
H -2.9370 -0.8877 0.4670
H -5.7780 -3.2895 0.0015
H -4.7963 -2.2344 1.0201
O -8.0202 -2.2066 0.2853
H -7.9973 -2.0862 -0.6714
H -6.9233 -1.8528 1.9018
H -7.4038 0.4000 1.4078
H -7.3116 0.1297 -0.3303
H -5.5146 1.3004 2.4828
H -3.3693 2.4517 2.1051
H -3.0064 0.7909 2.5509
H -2.8793 2.0859 -0.1824
H -1.0232 0.2567 1.3708
H -0.7688 2.3066 2.5692
H -0.8804 3.2708 1.1001
H 5.1458 -0.7938 -0.7517
C 5.4825 -2.0700 0.9348
C 6.7200 -2.7514 0.3482
H 6.8440 -3.7409 0.7842
H 6.6098 -2.8662 -0.7283
H 7.6253 -2.1861 0.5466
C 4.2801 -2.9878 0.7000
H 3.4181 -2.6886 1.2896
H 4.5319 -4.0075 0.9842
H 4.0027 -2.9880 -0.3523
H 5.6260 -1.9586 2.0161
H 8.2027 1.0980 -0.4478
H 7.7156 -0.4744 -1.0791

Calculated values
Largest force on an atom ... 0.59 eV/Å
Gap between HOMO and LUMO ... 9.55 eV
Calculated total energy ... -1210.28088 Eh
Energy relative to the best compared isomer or geometry (same formula, charge and spin) ... 6.1 kcal per mole
Structure (SMILES) ... CC[C@H](CC[C@@H](C)[C@H]1CC[C@H]2[C@@H]3CC=C4C[C@@H](O)CC[C@]4(C)[C@H]3CC[C@]12C)C(C)C
Lowest unoccupied orbital energy ... 0.71 eV
Net charge ... 0

Entry from the Open Molecules 2025 dataset: HNO3P2 as an isolated structure (ωB97M-V with the def2-TZVPD basis set).

Element x y z (Å)
N 0.5693 1.4782 0.2800
O 1.0493 2.3277 -0.4033
O 3.2672 0.7028 -1.4464
O 2.2007 0.4748 0.9627
P 2.2839 0.2531 -0.4598
P 0.3545 -0.7098 -0.9955
H 0.7546 -1.4637 0.1503

Calculated values
Largest force on an atom ... 4.58 eV/Å
Gap between HOMO and LUMO (spin up / spin down) ... 7.29 / 7.29 eV
Calculated total energy ... -963.65057 Eh
Energy relative to the best compared isomer or geometry (same formula, charge and spin) ... 15.6 kcal per mole
Lowest unoccupied orbital energy (spin up / spin down) ... -1.96 / -1.96 eV
Net charge ... 0

Entry from the Open Molecules 2025 dataset: a 2-piece molecular cluster, H2 overall (ωB97M-V with the def2-TZVPD basis set).

Element x y z (Å)
H 0.0000 0.0000 1.1523
H 0.0000 0.0000 -1.1523

Calculated values
Largest force on an atom ... 2.40 eV/Å
Gap between HOMO and LUMO ... 7.03 eV
Calculated total energy ... -0.94620 Eh
Energy relative to the best compared isomer or geometry (same formula, charge and spin) ... 134.7 kcal per mole
Lowest unoccupied orbital energy ... -2.93 eV
Net charge ... 0

Entry from the Open Molecules 2025 dataset: one molecule with the formula CH4S2 (ωB97M-V with the def2-TZVPD basis set).

Element x y z (Å)
C -0.3939 1.7448 0.1940
S -0.5386 0.1178 -0.6680
S 0.6587 -1.0526 0.5338
H -0.9145 1.7300 1.1466
H -0.9064 2.5133 -0.3998
H 0.6228 2.1298 0.2350
H 1.6059 -0.2501 1.1103

Calculated values
Largest force on an atom ... 1.60 eV/Å
Gap between HOMO and LUMO ... 8.81 eV
Calculated total energy ... -836.85115 Eh
Energy relative to the best compared isomer or geometry (same formula, charge and spin) ... 9.4 kcal per mole
Structure (SMILES) ... CSS
Lowest unoccupied orbital energy ... 0.49 eV
Net charge ... 0

Entry from the Open Molecules 2025 dataset: C16H12CoF8N3S6Sb as an isolated structure (ωB97M-V with the def2-TZVPD basis set).

Element x y z (Å)
Co 1.4349 -0.7166 -0.7714
S 4.9693 -4.3538 -0.2292
Sb 3.2700 -3.2554 -1.2558
S 1.3982 -2.9633 0.1500
S 3.6172 -0.9752 -1.7039
S 2.7468 -4.3972 -3.2363
S -0.1015 -1.3545 -2.7272
C -1.4772 -1.6373 -1.7377
N -2.5496 -0.8228 -1.7847
C -3.5938 -0.8164 -0.7564
C -3.8002 -2.2305 -0.2403
C -2.4566 -2.7998 0.1760
N -1.5161 -2.6929 -0.9398
H -2.4033 0.0110 -2.3242
H -4.5077 -0.4250 -1.1999
H -3.2960 -0.1629 0.0670
H -4.2411 -2.8534 -1.0238
H -4.4775 -2.2131 0.6132
H -2.5381 -3.8496 0.4523
H -2.0651 -2.2458 1.0336
H -0.6052 -3.1428 -0.8270
F 0.9344 -1.4162 6.2125
C 0.6473 -1.0421 4.9649
C -0.6517 -0.8024 4.5934
F -1.6322 -0.9477 5.4951
C -0.9408 -0.4133 3.3023
F -2.2296 -0.1979 3.0060
C 0.0287 -0.2596 2.3166
S -0.4205 0.1924 0.6791
C 1.3359 -0.5034 2.7486
F 2.3676 -0.3621 1.9185
C 1.6486 -0.8862 4.0347
F 2.9164 -1.0900 4.3965
F 2.2115 6.1825 -2.4342
C 1.0280 5.6066 -2.1522
F 0.5228 6.2412 -1.0790
F 0.2108 5.8430 -3.1951
C 1.1945 4.1375 -1.8901
C 1.7286 3.7163 -0.6878
C 1.9347 2.3628 -0.5020
N 1.6219 1.4464 -1.4177
C 1.1159 1.8659 -2.5761
C 0.8943 3.2074 -2.8595
H 1.9783 4.4216 0.0935
H 2.3728 1.9906 0.4157
H 0.8763 1.0983 -3.2978
H 0.4981 3.5055 -3.8205

Calculated values
Largest force on an atom ... 1.33 eV/Å
Gap between HOMO and LUMO (spin up / spin down) ... 6.94 / 5.42 eV
Calculated total energy ... -5592.44735 Eh
Lowest unoccupied orbital energy (spin up / spin down) ... 2.03 / 0.32 eV
Spin multiplicity ... 5
Net charge ... -1

Entry from the Open Molecules 2025 dataset: C21H56LiN12O16 as an isolated structure (ωB97M-V with the def2-TZVPD basis set).

Element x y z (Å)
Li -2.5069 3.2431 0.8291
C 0.0655 1.1447 -1.6096
C 0.4211 -0.1943 -1.6615
C 0.0433 -1.0835 -0.5041
O 0.3681 -2.3044 -0.5165
C -0.6754 -0.6586 0.5838
C -1.0715 0.6823 0.7045
C -0.6604 1.6050 -0.4553
O -0.9223 2.8300 -0.3545
O -1.7049 1.2031 1.6578
O 1.0243 -0.5966 -2.6989
H 0.2742 1.8015 -2.4388
H -0.9006 -1.4034 1.3327
O 1.5696 -1.9945 2.4431
H 1.3599 -2.9088 2.6971
H 1.2229 -1.9127 1.5458
O -0.8174 -0.2619 4.0031
H -0.9384 0.1987 3.1594
H -0.2941 -1.0417 3.7793
O -0.4074 -3.2192 -3.5149
H 0.0440 -2.3651 -3.5399
H -0.4743 -3.4167 -2.5747
C 1.1232 5.4966 -2.1859
O 2.0048 6.2837 -2.5044
N 1.3607 4.3444 -1.5034
N -0.1991 5.6819 -2.4501
H 2.3008 4.0328 -1.3427
H 0.6070 3.7543 -1.1819
H -0.5265 6.4982 -2.9319
H -0.9216 5.0989 -2.0645
C -0.7383 0.5331 -6.0337
O -1.2635 0.8217 -7.1111
N -0.5524 1.4210 -5.0365
N -0.2314 -0.6873 -5.7368
H -0.7029 2.3974 -5.2035
H -0.1691 1.0597 -4.1798
H -0.4604 -1.4879 -6.2969
H 0.3667 -0.8912 -4.9499
C -4.8030 -1.2818 1.6261
O -5.9419 -1.7367 1.6756
N -4.4952 -0.0179 2.0326
N -3.7180 -2.0169 1.2729
H -3.5680 0.3805 1.9461
H -5.2289 0.5686 2.3815
H -2.8289 -1.5792 1.1271
H -3.8426 -2.9698 0.9868
C 1.6712 -5.3822 2.1781
O 0.9536 -4.6924 2.8942
N 1.7193 -5.2081 0.8290
N 2.5373 -6.3669 2.5796
H 1.0384 -4.6256 0.3631
H 2.4278 -5.5220 0.1924
H 2.4741 -6.6300 3.5481
H 3.0072 -6.9314 1.9029
C 4.1540 -2.2943 -1.2180
O 5.2718 -2.4662 -1.7054
N 3.8638 -1.2706 -0.3650
N 3.1640 -3.2102 -1.3573
H 4.5187 -0.5391 -0.1757
H 3.0878 -1.4640 0.2447
H 3.4951 -4.0458 -1.8063
H 2.2030 -3.1338 -1.0608
C -3.6206 3.3115 -2.0740
O -3.6137 3.2794 -0.8372
N -2.7399 2.5651 -2.7648
N -4.6218 3.8821 -2.8228
H -1.9284 2.2611 -2.2492
H -2.7449 2.5997 -3.7685
H -4.4895 4.0224 -3.8052
H -5.2236 4.4284 -2.2289
C -0.8320 -4.2645 5.6310
C -1.8674 -5.0264 4.8002
C -2.4273 -4.2037 3.6602
O -1.2649 -6.2260 4.2734
H -0.4729 -3.4097 5.0474
H 0.0665 -4.7781 5.9658
H -1.2946 -3.7822 6.4970
H -2.6353 -5.3624 5.4984
H -1.6872 -3.8004 2.9703
H -3.0077 -3.3808 4.0858
H -3.1075 -4.8495 3.1014
H -0.4454 -5.9279 3.8568
C -0.6816 4.2494 3.2555
C -0.2403 3.7853 4.6442
C -1.3756 3.8783 5.6450
O 0.4490 2.5453 4.6675
H -1.2276 5.1868 3.4026
H -1.4004 3.5325 2.8576
H 0.1720 4.4658 2.6182
H 0.5523 4.4778 4.9480
H -1.6613 4.9036 5.8771
H -1.0905 3.3957 6.5827
H -2.2588 3.3235 5.3112
H -0.2037 1.8288 4.6587
C 5.2390 2.5125 -3.9578
C 3.7973 2.0368 -3.9074
C 3.3557 1.3915 -5.2064
O 3.8083 0.9610 -2.9587
H 5.7967 1.7223 -4.4657
H 5.6400 2.8164 -2.9970
H 5.3014 3.3286 -4.6871
H 3.1494 2.8561 -3.5688
H 2.3388 0.9984 -5.1364
H 4.0411 0.5983 -5.5031
H 3.3153 2.0869 -6.0543
H 2.9636 0.5119 -3.1088

Calculated values
Largest force on an atom ... 3.19 eV/Å
Gap between HOMO and LUMO ... 7.49 eV
Calculated total energy ... -2702.65702 Eh
Lowest unoccupied orbital energy ... 1.19 eV
Net charge ... -1